A cluster of 6 separate species, C33H33N3O6 in total. Source: the Open Molecules 2025 dataset; level of theory: wB97M-V/def2-TZVPD.

The highest occupied orbital energy is -8.4 eV. For the frontier orbital gap, the calculation gives 8.7 eV. As for the SMILES: Oc1ccc(O)cc1.Oc1ccc(O)cc1.Oc1ccc(O)cc1.c1ccncc1.c1ccncc1.c1ccncc1. The energy comes out at -51499.945 eV.

Cartesian coordinates (Å):
N (6.7703, 5.4598, -0.0486)
C (5.9993, 4.5178, 0.6194)
C (4.8883, 3.8268, 0.1094)
C (4.2923, 4.2518, -1.0396)
C (5.0493, 5.1338, -1.8056)
C (6.3073, 5.7038, -1.3076)
H (6.0683, 4.1968, 1.7184)
H (4.2843, 3.2058, 0.7254)
H (3.4233, 3.8848, -1.7496)
H (4.6673, 5.2578, -2.6446)
H (7.0143, 6.4248, -1.7656)
N (-4.4447, 1.7088, 0.2064)
C (-5.2857, 1.1768, -0.6156)
C (-5.5637, -0.1832, -0.7936)
C (-4.7877, -1.1112, -0.0956)
C (-3.8567, -0.6212, 0.7894)
C (-3.6767, 0.8928, 0.9114)
H (-5.8227, 1.7668, -1.2556)
H (-6.3327, -0.5722, -1.4086)
H (-4.9187, -2.2582, -0.0116)
H (-3.4457, -1.3292, 1.5624)
H (-2.8457, 1.2338, 1.4464)
N (2.3833, -3.9922, 0.7164)
C (2.5003, -2.6132, 0.7334)
C (2.6113, -1.6942, -0.3256)
C (2.6793, -2.3172, -1.6266)
C (2.5723, -3.7762, -1.6786)
C (2.5243, -4.5552, -0.5956)
H (2.5133, -2.1142, 1.7824)
H (2.6613, -0.6472, -0.0726)
H (3.0553, -1.6572, -2.3876)
H (2.5973, -4.2162, -2.5876)
H (2.6013, -5.5192, -0.7096)
C (-2.1107, 2.4318, -4.7726)
C (-2.3117, 2.1488, -3.2786)
C (-1.5267, 2.9448, -2.4266)
C (-0.5077, 3.7028, -2.8266)
C (-0.3867, 4.0118, -4.2606)
C (-1.1677, 3.3508, -5.1336)
O (-0.9447, 3.4708, -6.5416)
O (-1.8437, 3.0938, -1.1626)
H (-2.8497, 1.9188, -5.4026)
H (-3.1607, 1.4788, -2.8996)
H (0.1693, 4.1768, -2.1346)
H (0.4013, 4.7278, -4.4956)
H (-0.8917, 4.2218, -6.8506)
H (-2.5067, 2.3058, -0.7916)
C (-2.4797, -5.1682, 4.5604)
C (-2.6737, -4.1942, 3.3294)
C (-1.5347, -4.2702, 2.4974)
C (-0.4147, -5.1292, 2.6594)
C (-0.2387, -5.8622, 3.8004)
C (-1.2717, -5.7552, 4.7254)
O (-1.0067, -6.4652, 5.9504)
O (-1.6527, -3.4772, 1.3694)
H (-3.4147, -5.1742, 5.2824)
H (-3.5017, -3.4842, 3.2274)
H (0.3683, -5.0982, 1.9084)
H (0.5853, -6.3852, 3.9334)
H (-1.1537, -5.9362, 6.7794)
H (-1.1197, -4.0662, 0.6514)
C (0.6013, 0.5978, 2.5924)
C (1.2563, 1.6278, 1.6284)
C (0.8593, 1.5628, 0.3484)
C (-0.0037, 0.4718, -0.1486)
C (-0.5657, -0.4092, 0.7104)
C (-0.2577, -0.4082, 2.1094)
O (-0.9537, -1.2952, 2.9734)
O (1.3243, 2.5068, -0.6736)
H (0.8503, 0.5458, 3.5294)
H (1.8743, 2.4288, 1.8514)
H (-0.2797, 0.2218, -1.0646)
H (-1.0957, -1.1812, 0.2914)
H (-1.6887, -2.0022, 2.7044)
H (0.7393, 2.3508, -1.3466)

An isolated molecule of C15H20N6OS2. Source: the Open Molecules 2025 dataset; level of theory: wB97M-V/def2-TZVPD.

The highest occupied orbital energy is -8.0 eV. For the frontier orbital gap, the calculation gives 7.5 eV. As for the SMILES: CC(=S)NCCN1CCN(c2ncnc3cc(C(N)=O)sc23)CC1. The energy comes out at -48538.028 eV.

Cartesian coordinates (Å):
O (3.1530, 5.4176, 1.1270)
S (-2.3590, -5.1717, -1.1302)
N (-1.5630, 2.5774, 3.5011)
N (-1.6427, 0.5036, 2.4058)
S (1.5282, 2.7782, 1.1332)
C (2.2388, 5.4123, 1.9345)
C (-1.7242, -3.9752, -2.0744)
C (1.3487, 4.2902, 2.0519)
C (0.2456, 4.2088, 2.8694)
C (-2.1119, 1.3802, 3.2898)
C (-0.4775, 2.9365, 2.7996)
C (-0.5577, 0.8779, 1.7225)
C (0.0950, 2.0876, 1.8955)
N (2.1275, 6.5273, 2.7008)
N (-0.5329, -4.2917, -2.6403)
N (-0.1404, -0.0100, 0.6985)
N (0.6412, -1.7975, -1.4231)
C (-2.4464, -2.6762, -2.2842)
C (0.3276, -3.3010, -3.3375)
C (-0.1236, 0.4387, -0.7278)
C (-0.3769, -1.4565, 0.8674)
C (1.3566, -2.6723, -2.3864)
C (0.8698, -0.3219, -1.5683)
C (0.5524, -2.2712, -0.0222)
H (-0.1098, 4.9997, 3.5213)
H (-3.0813, 1.0857, 3.7447)
H (1.4773, 6.4458, 3.4709)
H (2.8932, 7.2213, 2.7445)
H (-0.0308, -5.1334, -2.2916)
H (-3.4180, -2.7330, -1.8076)
H (-1.9173, -1.9077, -1.7424)
H (-2.5935, -2.4491, -3.3527)
H (-0.2665, -2.4843, -3.7992)
H (0.8812, -3.7889, -4.1237)
H (-1.1247, 0.3079, -1.1436)
H (0.1161, 1.5097, -0.7464)
H (-0.2586, -1.7333, 1.9200)
H (-1.4002, -1.6857, 0.5756)
H (1.9520, -3.4307, -1.8766)
H (2.0459, -2.0918, -3.0041)
H (0.7709, -0.0382, -2.6296)
H (1.8917, -0.0692, -1.2985)
H (1.5565, -2.2205, 0.4740)
H (0.1876, -3.2955, -0.0375)

Number 1: strongest force on any atom 0.267 Eh/bohr. Number 2: strongest force on any atom 0.075 Eh/bohr.